# 1
Molecular formula: C19H19N5O4
Method: DFT, ωB97M-V/def2-TZVPD

Orbital gap in eV: 7.254
SMILES: CC(C)(C)c1cc(C(=O)N/N=C/c2ccc(-c3ccccc3[N+](=O)[O-])o2)n[nH]1

Cartesian coordinates (Å):
O 4.25 1.21 -1.33
O 1.43 1.32 1.51
O -5.42 1.58 1.02
O 5.92 -0.11 -1.06
N -5.36 -0.10 -1.32
N 5.05 0.62 -0.64
N -5.08 -1.15 -2.07
N -2.02 0.93 0.76
N -3.20 1.39 1.16
C 6.24 0.99 1.42
C 3.89 1.39 2.83
C -3.43 -3.01 -2.38
C -3.94 -1.78 -1.68
C -4.39 -0.02 -0.41
C 3.81 1.01 1.48
C 0.67 -0.03 -0.10
C -3.19 -2.68 -3.86
C 6.29 1.35 2.75
C -3.47 -1.07 -0.60
C 2.50 0.74 0.92
C -4.47 -4.13 -2.26
C 2.07 -0.12 -0.07
C -0.95 1.36 1.31
C -2.12 -3.46 -1.74
C -4.42 1.03 0.61
C 0.32 0.87 0.89
C 5.11 1.56 3.45
C 5.01 0.85 0.78
H -2.27 -3.70 -0.69
H -5.68 -1.39 -2.83
H -1.75 -4.35 -2.25
H -2.49 -1.85 -3.96
H 5.15 1.86 4.49
H -4.67 -4.35 -1.22
H -0.96 2.11 2.11
H 2.68 -0.74 -0.70
H -5.41 -3.85 -2.74
H -3.25 2.11 1.88
H 0.00 -0.55 -0.74
H -4.10 -5.03 -2.74
H -4.12 -2.41 -4.37
H 2.98 1.53 3.38
H -2.77 -3.54 -4.37
H -2.60 -1.26 -0.01
H -1.37 -2.68 -1.83
H 7.25 1.46 3.24
H 7.14 0.84 0.84


# 2
Molecular formula: C19H20BNO5
Method: DFT, ωB97M-V/def2-TZVPD

Orbital gap in eV: 8.549
SMILES: O=C(N[C@H](Cc1coc2ccccc12)B(O)O)[C@@H](CO)c1ccccc1

Cartesian coordinates (Å):
O 4.01 3.09 -0.50
O 1.04 0.72 2.30
O 2.80 -3.56 1.39
O -2.86 0.20 0.06
O 2.54 -1.66 2.87
N 1.39 -0.45 0.32
C 3.44 1.82 -0.11
C -1.86 -0.02 0.99
C 2.06 1.95 0.57
C -3.10 -3.76 -1.29
C -3.90 -2.79 -1.93
C -0.09 3.13 0.33
C -3.05 -1.03 -0.55
C -0.10 2.82 -2.38
C -2.28 -3.37 -0.32
C 1.04 -1.76 0.78
C 0.99 2.52 -0.29
C -1.15 3.45 -1.78
C -2.24 -2.01 0.09
C 1.48 0.66 1.14
C -0.19 -1.83 1.66
C 0.99 2.37 -1.66
C -1.15 3.65 -0.39
C -1.41 -1.32 0.98
C -3.85 -1.45 -1.61
B 2.19 -2.36 1.74
H -1.46 0.78 1.57
H -4.46 -0.76 -2.18
H 1.82 -0.40 -0.60
H 4.19 1.32 0.54
H -0.07 -1.26 2.61
H 3.51 -3.74 2.04
H 3.34 1.20 -0.96
H -0.07 2.76 -3.46
H 0.89 -2.40 -0.10
H -0.36 -2.85 1.97
H -3.19 -4.78 -1.55
H -0.13 3.10 1.43
H -2.02 4.05 0.03
H 1.83 1.91 -2.18
H 3.40 3.59 -1.09
H 2.10 -0.77 2.90
H -1.99 3.78 -2.35
H 2.19 2.69 1.38
H -4.58 -3.13 -2.67
H -1.67 -4.07 0.25


# 3
Molecular formula: C19H20Cl2N6O4S2Ti
Method: DFT, ωB97M-V/def2-TZVPD

Orbital gap (alpha / beta) in eV: 3.389 / 4.089
<S²>: 2.039
Charge: -2
Spin multiplicity: 3

Cartesian coordinates (Å):
Ti -1.16 0.20 -0.74
Cl -3.65 -1.18 -1.43
Cl -5.89 3.56 0.05
S -3.26 1.76 -0.17
S 1.99 -1.40 0.57
O 1.92 -1.55 2.01
O -1.21 -2.63 2.51
O -1.62 -0.87 1.16
O 1.78 -2.65 -0.18
N 7.57 0.22 -0.83
N -0.97 -2.34 -0.97
N 0.00 1.67 0.03
N 1.02 -0.33 -0.06
N 2.14 1.42 1.07
N -1.11 -2.93 0.30
C -0.99 0.48 -2.66
C -1.11 -1.70 3.59
C 1.11 0.99 0.39
C -6.24 -0.55 -1.70
C 5.84 -0.18 0.84
C 4.55 -0.55 1.17
C 2.08 2.74 1.47
C 5.34 -0.53 -1.49
C -5.01 -0.10 -1.27
C 4.06 -0.91 -1.16
C -7.37 0.25 -1.59
C 3.66 -0.93 0.18
C -0.06 2.99 0.45
C 0.98 3.53 1.17
C -1.33 -2.04 1.30
C -4.78 1.18 -0.70
C -5.96 1.95 -0.62
C 6.25 -0.15 -0.49
C -7.21 1.52 -1.04
H 0.93 4.56 1.50
H -8.33 -0.09 -1.92
H -6.31 -1.55 -2.12
H 6.53 0.12 1.62
H 2.93 3.12 2.04
H 7.96 0.87 -0.17
H 3.35 -1.18 -1.92
H -0.22 -1.08 3.45
H -1.02 -2.31 4.48
H -8.06 2.19 -0.94
H 5.65 -0.50 -2.53
H -0.42 -3.64 0.53
H -0.15 1.02 -3.12
H -2.00 -1.07 3.62
H -1.41 -2.92 -1.67
H -0.96 3.54 0.17
H 0.03 -2.26 -1.18
H 4.20 -0.53 2.20
H 7.63 0.61 -1.76
H -1.68 0.14 -3.45


# 4
Molecular formula: C19H20Cl3F2N3OS2Ti
Method: DFT, ωB97M-V/def2-TZVPD

Orbital gap in eV: 4.246
Charge: -2

Cartesian coordinates (Å):
Ti -0.76 -0.09 0.35
Cl 1.40 3.72 -6.08
Cl 2.44 0.78 -1.67
Cl -2.52 2.78 -2.48
S -3.75 3.70 1.22
S -1.10 2.20 1.59
F 1.75 1.10 1.70
F 2.06 -1.01 1.16
O -0.43 1.26 -1.09
N -2.69 0.02 0.79
N -3.45 1.18 0.80
N -1.20 -1.91 1.31
C -0.73 -4.17 2.02
C -2.58 -2.16 1.50
C -3.37 -1.10 1.21
C -2.77 2.21 1.14
C 0.85 2.97 -4.59
C -0.03 1.77 -2.17
C -3.02 -3.45 1.96
C 1.74 2.25 -3.82
C -0.88 2.55 -3.00
C -1.38 -3.29 -2.82
C -0.46 3.13 -4.18
C 1.07 -0.11 1.63
C -2.13 -4.43 2.23
C 1.31 1.67 -2.64
C -2.54 4.95 0.75
C -2.62 -1.13 -2.58
C -1.71 -2.13 -1.87
C -0.35 -2.94 1.57
C -0.46 -1.45 -1.34
H -2.29 -3.78 -3.20
H -2.08 -0.66 -3.42
H -2.93 -0.33 -1.90
H -1.72 5.00 1.46
H 0.24 -2.21 -0.97
H -3.52 -1.61 -2.98
H 2.77 2.13 -4.13
H -2.14 4.73 -0.24
H -3.07 5.90 0.73
H -2.46 -5.40 2.58
H -4.08 -3.61 2.09
H 0.69 -2.73 1.39
H -0.77 -4.04 -2.31
H -0.81 -2.92 -3.68
H -4.44 -1.05 1.36
H 0.91 -0.41 2.68
H 0.05 -0.94 -2.17
H -2.28 -2.55 -1.03
H 0.03 -4.93 2.21
H -1.16 3.71 -4.77


# 5
Molecular formula: C19H20F4N6O6SZn
Method: DFT, ωB97M-V/def2-TZVPD

Orbital gap in eV: 6.939

Cartesian coordinates (Å):
Zn -0.28 -0.12 -0.57
S -1.56 1.16 -2.35
F -2.46 2.18 3.51
F -3.70 -2.80 1.72
F -1.25 1.26 1.32
F -4.89 -1.84 3.85
O 5.04 3.99 -2.43
O 6.86 4.08 -1.27
O 1.32 1.15 -1.03
O 7.28 1.47 2.74
O 1.53 -0.10 0.77
O 5.70 0.14 3.33
N -3.93 -0.02 -2.50
N 6.19 0.97 2.60
N 5.74 3.66 -1.49
N -1.75 -1.16 0.27
N -3.62 1.33 -0.69
N 0.15 -1.93 -1.61
C 5.17 2.69 -0.52
C 1.99 0.75 -0.04
C 3.89 2.21 -0.74
C -4.88 0.96 -0.08
C -2.39 -0.81 1.40
C -3.35 -1.56 2.12
C 1.04 -2.78 -0.81
C -2.15 0.46 1.96
C -1.21 -2.50 -1.68
C -2.77 0.94 3.08
C 4.11 0.89 1.27
C 0.70 -1.74 -2.96
C 3.37 1.30 0.17
C 5.94 2.32 0.56
C -1.92 -2.47 -0.33
C -3.13 0.80 -1.80
C -3.98 -1.06 3.25
C 5.38 1.41 1.43
C -3.72 0.19 3.76
H -1.18 -3.52 -2.07
H -4.89 -0.16 -2.27
H 3.70 0.18 1.97
H 0.80 -2.70 -3.48
H -1.77 -1.88 -2.39
H 6.94 2.71 0.70
H -3.59 -0.35 -3.39
H 0.68 -2.82 0.22
H 3.31 2.53 -1.59
H 2.03 -2.34 -0.80
H -1.54 -3.27 0.31
H -5.73 1.31 -0.69
H -4.21 0.56 4.65
H -2.97 1.90 -0.17
H -2.97 -2.72 -0.52
H 0.04 -1.09 -3.53
H 1.09 -3.79 -1.22
H -4.95 -0.12 0.06
H -4.95 1.43 0.89
H 1.68 -1.27 -2.88


# 6
Molecular formula: C19H20F6N2O7S2
Method: DFT, ωB97M-V/def2-TZVPD

Orbital gap in eV: 5.897

Cartesian coordinates (Å):
S 0.06 -4.96 4.90
S 1.05 -4.00 2.60
F -2.58 -4.84 4.96
F -0.89 -3.19 0.97
F 0.07 -1.60 2.03
F -1.60 -3.24 6.03
F 1.10 -2.54 0.35
F -1.66 -5.22 6.88
O 1.20 -5.18 1.81
O 2.10 -1.03 -2.29
O 2.27 -3.37 3.01
O 1.47 -0.39 -0.23
O 3.47 1.87 -2.62
O 1.08 -4.56 5.84
O -0.02 -6.36 4.63
N 0.32 3.58 -2.94
N -0.13 -3.99 3.65
C -3.08 0.76 -2.42
C -2.92 1.99 -1.81
C 5.36 1.64 -1.00
C 1.25 1.20 -2.05
C -4.30 1.26 -0.01
C -1.52 -4.55 5.74
C 1.63 3.33 -3.00
C -4.41 0.03 -0.60
C -3.55 2.27 -0.62
C 0.29 -2.78 1.45
C -3.82 -0.24 -1.83
C 5.24 0.08 -0.99
C 1.66 -0.17 -1.54
C -0.58 2.72 -2.45
C -5.00 1.56 1.31
C 4.06 2.36 -1.36
C -2.06 3.09 -2.44
C -0.10 1.53 -1.98
C 2.14 2.15 -2.57
H 3.33 2.22 -0.55
H 5.66 -0.32 -1.92
H -0.75 0.78 -1.54
H -4.33 1.32 2.15
H 4.19 3.45 -1.48
H -2.40 3.26 -3.47
H 0.00 4.49 -3.28
H 2.31 4.09 -3.38
H 4.18 -0.21 -0.96
H -3.89 -1.20 -2.33
H 5.62 1.95 0.01
H 6.13 1.91 -1.73
H -2.15 4.02 -1.85
H -2.55 0.61 -3.37
H -4.98 -0.78 -0.13
H 0.93 -1.28 -0.11
H -5.93 1.00 1.38
H -5.21 2.64 1.36
H -3.48 3.23 -0.12
H 5.70 -0.37 -0.11


# 7
Molecular formula: C19H20F6N4O2PtSbSe
Method: DFT, ωB97M-V/def2-TZVPD

Orbital gap (alpha / beta) in eV: 6.097 / 5.396
<S²>: 0.792
Charge: +2
Spin multiplicity: 2

Cartesian coordinates (Å):
Pt -0.69 -0.28 0.38
Sb 0.33 3.22 0.62
Se -2.82 -1.85 2.17
F 1.25 1.77 -0.22
F 1.06 2.58 2.22
F -1.07 1.67 0.94
F -0.91 4.26 1.52
F -0.59 3.40 -1.00
F 1.63 4.48 0.27
O 0.38 -0.34 2.20
O -2.94 0.50 -0.60
N -0.66 0.32 -1.65
N -0.49 -3.04 1.02
N -1.45 1.09 -2.25
N 0.37 -1.65 -0.49
C 0.46 -2.86 0.04
C -3.13 3.16 -3.06
C -5.42 3.80 -1.58
C 1.85 -0.47 2.23
C -5.05 4.55 -2.69
C 0.49 -0.10 -2.26
C -1.38 -2.05 1.26
C -0.14 0.16 3.50
C -4.65 2.72 -1.20
C 1.40 -3.77 -0.43
C 1.01 0.48 -3.51
C -3.92 4.23 -3.43
C 1.11 0.37 4.34
C -2.70 1.29 -1.49
C 2.15 -0.55 3.70
C 2.20 -3.37 -1.49
C 2.00 -2.13 -2.11
C 1.04 -1.28 -1.62
C -3.50 2.40 -1.94
H 2.26 0.43 1.75
H -3.65 4.82 -4.30
H 2.06 0.75 -3.37
H 2.05 -1.58 4.06
H -0.78 -0.62 3.89
H 2.95 -4.04 -1.87
H 1.50 -4.75 0.02
H 0.92 0.12 5.38
H -0.63 -3.94 1.47
H -0.69 1.07 3.30
H 0.97 -0.26 -4.32
H -5.66 5.39 -2.99
H 3.17 -0.22 3.91
H 1.43 1.41 4.28
H 0.45 1.36 -3.80
H 2.56 -1.86 -3.00
H -4.91 2.13 -0.33
H -6.30 4.06 -1.01
H -2.25 2.91 -3.63
H 2.11 -1.36 1.67


# 8
Molecular formula: C19H20IN3PtSb
Method: DFT, ωB97M-V/def2-TZVPD

Orbital gap (alpha / beta) in eV: 8.957 / 5.783
<S²>: 6.010
Charge: +3
Spin multiplicity: 5

Cartesian coordinates (Å):
Pt -0.55 0.05 -0.45
I -0.78 -2.25 -5.67
Sb 1.50 0.43 2.45
N 0.05 1.97 0.14
N -1.21 -0.73 1.39
N 1.48 -0.84 -0.32
C 0.90 -1.58 -2.52
C -0.02 4.32 -0.13
C -0.45 -0.87 -2.34
C 1.92 -1.53 -1.37
C 1.23 3.35 1.66
C 3.52 -1.28 0.79
C -0.41 -0.59 2.47
C 0.80 4.48 0.97
C -0.40 3.05 -0.54
C 0.85 2.09 1.23
C 2.25 -0.70 0.77
C 3.98 -2.00 -0.30
C -3.27 -1.41 0.24
C -1.28 2.85 -1.73
C -2.08 -1.68 3.81
C 3.16 -2.13 -1.42
C -2.87 -1.79 2.69
C -0.83 -1.06 3.70
C -2.43 -1.30 1.47
H -0.69 2.59 -2.61
H 1.10 5.47 1.30
H 4.15 -1.17 1.67
H -3.23 -0.50 -0.37
H 1.85 3.45 2.54
H -2.03 2.07 -1.56
H -2.96 -2.26 -0.37
H -1.29 -1.56 -2.42
H 1.11 -2.15 -3.55
H -1.82 3.76 -1.96
H -4.31 -1.57 0.50
H 3.49 -2.69 -2.28
H 4.96 -2.45 -0.29
H -2.42 -2.05 4.77
H 1.43 -1.02 -3.35
H -0.60 -0.10 -3.09
H -0.20 -0.94 4.57
H -0.39 5.18 -0.68
H 0.65 -2.69 -2.58
H -3.85 -2.24 2.75


# 9
Molecular formula: C19H20N2Y
Method: DFT, ωB97M-V/def2-TZVPD

Orbital gap (alpha / beta) in eV: 4.011 / 4.010
Charge: -1

Cartesian coordinates (Å):
Y 0.20 0.54 -1.40
N 0.39 0.19 0.90
N -1.12 -1.46 -1.58
C 0.42 -2.53 -2.45
C 0.32 1.64 2.86
C 0.18 -1.48 2.67
C 0.37 0.93 -3.90
C 2.15 -3.01 1.39
C -1.12 3.58 2.83
C 1.52 -3.49 2.55
C 1.78 -1.79 0.85
C 0.53 -2.72 3.18
C -0.18 1.25 1.61
C 1.07 1.99 -3.25
C -1.67 3.18 1.60
C -0.96 -2.84 -1.99
C 0.12 2.73 -2.46
C -1.21 2.02 0.98
C -1.00 1.00 -3.52
C 0.79 -1.00 1.49
C -1.16 2.10 -2.62
C -0.13 2.81 3.46
H 0.03 -3.08 4.08
H -1.80 0.34 -3.88
H 1.80 -4.45 2.97
H -2.45 3.77 1.12
H 0.29 3.11 4.42
H -0.58 -0.85 3.14
H -0.94 -3.54 -1.15
H -2.10 -1.38 -1.28
H -1.60 -3.20 -2.81
H 2.26 -1.41 -0.07
H 2.92 -3.61 0.91
H 1.27 -2.89 -1.88
H -1.70 1.64 0.06
H -1.47 4.49 3.31
H 0.34 3.59 -1.82
H 0.79 0.24 -4.65
H -2.11 2.43 -2.18
H 0.56 -2.08 -3.44
H 2.14 2.21 -3.36
H 1.09 1.02 3.32


# 10
Molecular formula: C19H20N3O4Rh
Method: DFT, ωB97M-V/def2-TZVPD

Orbital gap in eV: 7.381

Cartesian coordinates (Å):
Rh -0.10 -0.56 0.08
O 0.04 1.38 0.47
O 1.25 -2.01 3.67
O 0.52 -0.79 1.97
O 1.66 -0.70 -1.02
N -1.98 -0.32 0.73
N -1.09 -0.40 -1.72
N 0.01 -2.64 -0.32
C 0.27 2.98 2.14
C -0.11 3.53 3.34
C 1.12 1.33 -4.04
C -0.37 1.84 1.62
C -1.47 1.32 2.36
C -2.55 -0.52 -1.57
C 0.80 0.56 -2.90
C -2.88 -1.03 -0.16
C 2.42 1.62 -4.38
C -1.85 1.92 3.58
C 0.51 -3.53 0.74
C 1.85 0.06 -2.06
C -2.32 0.32 1.79
C 1.13 -1.82 2.47
C -1.17 3.00 4.08
C 3.17 0.38 -2.43
C 1.66 -2.84 1.48
C 3.44 1.13 -3.55
C -0.59 0.30 -2.68
H -0.31 -3.75 1.43
H -1.28 0.73 -3.42
H -2.68 -2.11 -0.09
H -2.96 -1.20 -2.33
H 0.85 -4.47 0.31
H -3.32 0.21 2.19
H 2.30 -2.35 0.74
H 4.47 1.36 -3.79
H -1.46 3.44 5.03
H -2.69 1.50 4.12
H 2.64 2.21 -5.25
H 2.26 -3.58 2.02
H 0.74 -2.53 -1.03
H 3.96 0.02 -1.79
H -3.01 0.46 -1.72
H 1.10 3.39 1.57
H -3.93 -0.86 0.08
H -0.80 -3.04 -0.79
H 0.43 4.39 3.72
H 0.31 1.69 -4.66


Table of total energy (a.u.), in record order: -1310.03427 -1191.93291 -3931.74961 -4201.74562 -4092.89794 -2767.66149 -4465.13709 -1556.30202 -883.76695 -1311.84736